# C3H3N3

The molecule C3H3N3 in a non-equilibrium geometry (the ωB97M-V functional and the def2-TZVPD basis, the Open Molecules 2025 dataset).

The highest occupied orbital energy (spin up / spin down) comes out at -5.1 / -12.6 eV. The spin multiplicity is 3. As for the total charge: 0. The calculation puts the HOMO-LUMO gap (spin up / spin down) at 5.41 / 7.23 eV. As for the total energy: -7621.515 eV. For the energy above the lowest of the compared OMol25 structures with the same formula, charge and spin, the calculation gives 85.4 kcal per mole. The value obtained for the LUMO energy (spin up / spin down) is 0.295 / -5.423 eV.

Each line ends with the natural charge from an NBO analysis.
Cartesian coordinates (Å):
H -0.55671 -0.49431 1.43371  0.2876
H 0.60925 1.20329 0.25550  0.1180
C -2.07868 -0.87954 -0.20269  0.2540
C 0.00146 -1.94175 -0.09361  0.1812
N -3.09206 -1.27784 -0.51473  -0.2746
C -0.53840 -0.62436 0.29595  -0.3579
H 0.83434 0.15737 -1.00522  0.3788
N 0.25924 -2.99665 -0.44269  -0.2353
N 0.05979 0.49197 -0.41425  -0.3518



# C3H3N3O

A cluster of 2 separate species, C3H3N3O in total in a non-equilibrium geometry (the ωB97M-V functional and the def2-TZVPD basis, the Open Molecules 2025 dataset).

The highest occupied orbital energy (spin up / spin down) comes out at -11.5 / -8.8 eV. As for the total charge: 0. The calculation puts the HOMO-LUMO gap (spin up / spin down) at 10.13 / 7.59 eV. As for the total energy: -9672.644 eV. For the energy above the lowest of the compared OMol25 structures with the same formula, charge and spin, the calculation gives 110.9 kcal per mole. The value obtained for the LUMO energy (spin up / spin down) is -1.419 / -1.217 eV.

Each line ends with the natural charge from an NBO analysis.
Cartesian coordinates (Å):
O 0.35563 -0.04234 1.70458  -0.5973
C 0.91103 -1.29577 -0.27161  0.1957
H 0.13160 -0.93831 2.08465  0.5211
H -2.13777 -0.04579 -1.32936  0.3168
N 1.14577 -2.32977 -0.72485  -0.2575
C 0.68235 -0.04281 0.43491  0.2219
N -1.71179 0.28125 -0.40849  -0.6563
H -1.88141 1.34976 -0.42237  0.3166
N 1.43290 1.96998 -0.84383  -0.2365
C 1.07170 1.09379 -0.22364  0.1755



# C3H3N3O

The molecule C3H3N3O in a non-equilibrium geometry (the ωB97M-V functional and the def2-TZVPD basis, the Open Molecules 2025 dataset).

The highest occupied orbital energy comes out at -9.9 eV. As for the total charge: 0. As for the structure (SMILES): Oc1cncnn1. The calculation puts the HOMO-LUMO gap at 9.48 eV. As for the total energy: -9675.656 eV. For the energy above the lowest of the compared OMol25 structures with the same formula, charge and spin, the calculation gives 41.5 kcal per mole. The value obtained for the LUMO energy is -0.456 eV.

Each line ends with the natural charge from an NBO analysis.
Cartesian coordinates (Å):
C 0.10214 -0.36428 0.79242  -0.0163
C 0.90195 0.08963 -0.26543  0.4055
H 2.54769 -0.45014 0.58732  0.4839
O 2.27270 -0.03237 -0.19672  -0.6462
N -1.03748 0.58780 -1.39461  -0.2198
N -1.23438 -0.31692 0.76396  -0.3768
N 0.34538 0.46566 -1.42182  -0.1975
H 0.57048 -0.72810 1.73041  0.1979
C -1.70586 0.27197 -0.31439  0.1769
H -2.76263 0.47675 -0.28114  0.1922



# C3H3N3O

The molecule C3H3N3O in a non-equilibrium geometry (the ωB97M-V functional and the def2-TZVPD basis, the Open Molecules 2025 dataset).

The highest occupied orbital energy comes out at -10.9 eV. As for the total charge: 0. As for the structure (SMILES): O=Cn1cncn1. The calculation puts the HOMO-LUMO gap at 10.83 eV. As for the total energy: -9676.297 eV. For the energy above the lowest of the compared OMol25 structures with the same formula, charge and spin, the calculation gives 26.7 kcal per mole. The value obtained for the LUMO energy is -0.043 eV.

Each line ends with the natural charge from an NBO analysis.
Cartesian coordinates (Å):
H -2.82985 -0.72838 0.11609  0.2136
H 0.46424 1.70579 -0.62196  0.2306
C 1.81524 -0.29377 0.24220  0.5630
O 2.47338 0.69844 0.05317  -0.5112
C -1.79119 -0.38678 0.03761  0.1641
C -0.17609 0.88172 -0.34700  0.2332
N 0.34929 -0.27496 0.12293  -0.3133
H 2.30096 -1.24381 0.48485  0.1586
N -1.47528 0.86504 -0.42337  -0.4773
N -0.78526 -1.15979 0.38931  -0.2612



# C3H3N3O

The molecule C3H3N3O in a non-equilibrium geometry (the ωB97M-V functional and the def2-TZVPD basis, the Open Molecules 2025 dataset).

The highest occupied orbital energy comes out at -10.1 eV. As for the total charge: 0. As for the structure (SMILES): C=Cc1nnno1. The calculation puts the HOMO-LUMO gap at 9.92 eV. As for the total energy: -9672.060 eV. For the energy above the lowest of the compared OMol25 structures with the same formula, charge and spin, the calculation gives 124.4 kcal per mole. The value obtained for the LUMO energy is -0.175 eV.

Each line ends with the natural charge from an NBO analysis.
Cartesian coordinates (Å):
C -0.42434 0.95300 -0.17299  -0.2934
N 0.75826 -2.08368 0.88679  -0.0029
C 0.33307 -0.13028 0.50141  0.5015
H -1.03864 1.72332 0.52796  0.2439
N 0.37703 -1.36093 -0.04096  -0.3201
C -0.41169 0.91153 -1.54481  -0.3501
H -1.07385 1.65832 -1.93285  0.2200
H 0.08362 -0.22813 -1.94101  0.2740
N 0.84879 -1.40817 2.05681  -0.0203
O 0.54776 -0.03497 1.65965  -0.2526



# C3H3N3O

The molecule C3H3N3O (the ωB97M-V functional and the def2-TZVPD basis, the Open Molecules 2025 dataset).

The highest occupied orbital energy comes out at -9.9 eV. As for the total charge: 0. As for the structure (SMILES): [H]/N=N\C(C=C=O)=N/[H]. The calculation puts the HOMO-LUMO gap at 9.37 eV. As for the total energy: -9674.408 eV. For the energy above the lowest of the compared OMol25 structures with the same formula, charge and spin, the calculation gives 70.2 kcal per mole. The value obtained for the LUMO energy is -0.518 eV.

Each line ends with the natural charge from an NBO analysis.
Cartesian coordinates (Å):
C 1.39242 1.03379 0.12109  0.7110
O 2.44950 1.35924 -0.24738  -0.4253
N -0.58365 -1.14983 -0.89405  -0.1385
N 0.35228 -0.96891 -1.66810  -0.2254
C 0.19963 0.75915 0.61843  -0.6283
H -2.24290 -1.36576 0.67459  0.3583
H 0.98262 -0.19404 -1.36980  0.2690
N -1.69648 -0.60350 1.08435  -0.5619
H -0.13089 1.47310 1.36479  0.3066
C -0.72253 -0.34324 0.31608  0.3346



# C3H3N3O

A cluster of 2 separate species, C3H3N3O in total in a non-equilibrium geometry (the ωB97M-V functional and the def2-TZVPD basis, the Open Molecules 2025 dataset).

The highest occupied orbital energy comes out at -8.2 eV. As for the total charge: 0. The calculation puts the HOMO-LUMO gap at 8.83 eV. As for the total energy: -9673.067 eV. For the energy above the lowest of the compared OMol25 structures with the same formula, charge and spin, the calculation gives 101.2 kcal per mole. The value obtained for the LUMO energy is 0.633 eV.

Each line ends with the natural charge from an NBO analysis.
Cartesian coordinates (Å):
H -0.82942 1.30553 -0.17031  0.3302
H 0.06772 -1.10258 -1.70865  0.2564
N -0.72017 0.80615 -1.07573  -0.2345
C 1.13864 -0.34712 -0.04901  0.3948
N -1.30716 1.11521 -2.09070  -0.2315
O -1.82027 -0.98659 2.59966  -0.4865
H 2.84600 0.06222 0.67515  0.3844
C -1.50630 -0.15323 1.89775  0.4897
N 1.94105 -0.36411 0.87855  -0.5951
C 0.18991 -0.33548 -0.95669  -0.3078



# C3H3N3O

The molecule C3H3N3O in a non-equilibrium geometry (the ωB97M-V functional and the def2-TZVPD basis, the Open Molecules 2025 dataset).

The highest occupied orbital energy comes out at -10.0 eV. As for the total charge: 0. As for the structure (SMILES): N#C/C=N\NC=O. The calculation puts the HOMO-LUMO gap at 9.30 eV. As for the total energy: -9673.190 eV. For the energy above the lowest of the compared OMol25 structures with the same formula, charge and spin, the calculation gives 98.3 kcal per mole. The value obtained for the LUMO energy is -0.754 eV.

Each line ends with the natural charge from an NBO analysis.
Cartesian coordinates (Å):
C 2.01313 -0.46714 -0.00699  0.5415
H 0.11187 -1.55159 -0.04320  0.4195
C -2.35324 0.20767 0.32002  0.1951
N 0.19569 0.83175 -0.08908  -0.1258
H -1.19266 2.00453 -0.35472  0.2360
O 2.75313 0.45157 0.09494  -0.5209
N 0.60102 -0.47076 0.03575  -0.5162
C -1.08168 1.00848 0.07727  -0.0710
N -3.28750 -0.50515 -0.10093  -0.2454
H 2.24025 -1.50936 0.06695  0.0871



# C3H3N3O

The molecule C3H3N3O in a non-equilibrium geometry (the ωB97M-V functional and the def2-TZVPD basis, the Open Molecules 2025 dataset).

The highest occupied orbital energy comes out at -8.9 eV. As for the total charge: 0. The calculation puts the HOMO-LUMO gap at 8.99 eV. As for the total energy: -9674.832 eV. For the energy above the lowest of the compared OMol25 structures with the same formula, charge and spin, the calculation gives 60.5 kcal per mole. The value obtained for the LUMO energy is 0.050 eV.

Each line ends with the natural charge from an NBO analysis.
Cartesian coordinates (Å):
C -0.39336 -0.88187 -0.07242  0.4679
H 1.03687 0.72504 2.18230  0.4173
N -0.38745 -0.05724 -1.08499  -0.5116
H 0.20667 1.83280 -1.68811  0.1973
C 0.20299 1.14702 -0.83907  0.2251
C 0.15495 -0.64052 1.23778  -0.0620
N 0.74586 1.54477 0.28180  -0.2725
H -1.28803 -2.15889 -1.08642  0.4902
N 0.66636 0.57012 1.25539  -0.3375
O -0.94486 -2.08124 -0.18626  -0.6142



# C3H3N3O

The molecule C3H3N3O in a non-equilibrium geometry (the ωB97M-V functional and the def2-TZVPD basis, the Open Molecules 2025 dataset).

The highest occupied orbital energy comes out at -10.4 eV. As for the total charge: 0. As for the structure (SMILES): O=Cn1cncn1. The calculation puts the HOMO-LUMO gap at 10.29 eV. As for the total energy: -9675.196 eV. For the energy above the lowest of the compared OMol25 structures with the same formula, charge and spin, the calculation gives 52.1 kcal per mole. The value obtained for the LUMO energy is -0.125 eV.

Each line ends with the natural charge from an NBO analysis.
Cartesian coordinates (Å):
H -1.96570 1.37417 0.58615  0.1476
N -0.32224 0.10883 0.18579  -0.3043
C -1.68349 0.27964 0.10279  0.5384
C 0.66468 0.89812 -0.11042  0.2188
N 0.01783 -1.25351 0.19017  -0.2273
N 1.74848 0.19730 -0.17749  -0.4764
O -2.39206 -0.67952 -0.33289  -0.4848
H 0.51075 2.00769 -0.36619  0.2258
H 2.11251 -1.79329 0.02574  0.2102
C 1.30925 -1.13944 -0.10366  0.1520



# C3H3N3O

A cluster of 2 separate species, C3H3N3O in total in a non-equilibrium geometry (the ωB97M-V functional and the def2-TZVPD basis, the Open Molecules 2025 dataset).

The highest occupied orbital energy comes out at -9.6 eV. As for the total charge: 0. As for the structure (SMILES): N=C=CC=O.N#N. The calculation puts the HOMO-LUMO gap at 9.99 eV. As for the total energy: -9676.236 eV. For the energy above the lowest of the compared OMol25 structures with the same formula, charge and spin, the calculation gives 28.1 kcal per mole. The value obtained for the LUMO energy is 0.351 eV.

Each line ends with the natural charge from an NBO analysis.
Cartesian coordinates (Å):
N 0.46917 2.14087 -1.27373  -0.0433
C -0.56024 -0.08143 0.85595  -0.5775
H -1.53662 -2.45228 -1.07469  0.4029
C 0.76393 0.45524 0.59240  0.3965
C -0.84927 -1.23113 0.26038  0.5481
O 1.59135 -0.11826 -0.08664  -0.5631
N -1.03378 -2.33237 -0.20185  -0.5929
H 0.95527 1.45894 1.02627  0.1269
H -1.23833 0.36208 1.57207  0.2585
N 1.43853 1.79835 -1.67016  0.0439



# C3H3N3O

The molecule C3H3N3O (the ωB97M-V functional and the def2-TZVPD basis, the Open Molecules 2025 dataset).

The highest occupied orbital energy comes out at -9.7 eV. As for the total charge: 0. As for the structure (SMILES): Oc1cnncn1. The calculation puts the HOMO-LUMO gap at 9.93 eV. As for the total energy: -9675.937 eV. For the energy above the lowest of the compared OMol25 structures with the same formula, charge and spin, the calculation gives 35.0 kcal per mole. The value obtained for the LUMO energy is 0.270 eV.

Each line ends with the natural charge from an NBO analysis.
Cartesian coordinates (Å):
N 0.30904 -1.23542 -1.30234  -0.2875
O 0.32223 1.28660 1.58647  -0.6233
H 0.06078 0.35222 -2.56024  0.1956
N -0.21766 0.95486 -0.57596  -0.5029
C -0.08871 0.46497 0.63565  0.5260
H 0.45679 2.12879 1.11607  0.4996
N -0.01106 -1.73433 -0.10418  -0.1554
C -0.26411 -0.91815 0.88983  -0.0952
H -0.59764 -1.34131 1.83577  0.2228
C 0.02860 0.03754 -1.52116  0.2203



Question: Look up the total charge of the ninth one.
Answer: 0



Question: Which formula does entry 7 have?
Answer: C3H3N3O



Repeat the seventh record exactly.
# C3H3N3O

A cluster of 2 separate species, C3H3N3O in total in a non-equilibrium geometry (the ωB97M-V functional and the def2-TZVPD basis, the Open Molecules 2025 dataset).

The highest occupied orbital energy comes out at -8.2 eV. As for the total charge: 0. The calculation puts the HOMO-LUMO gap at 8.83 eV. As for the total energy: -9673.067 eV. For the energy above the lowest of the compared OMol25 structures with the same formula, charge and spin, the calculation gives 101.2 kcal per mole. The value obtained for the LUMO energy is 0.633 eV.

Each line ends with the natural charge from an NBO analysis.
Cartesian coordinates (Å):
H -0.82942 1.30553 -0.17031  0.3302
H 0.06772 -1.10258 -1.70865  0.2564
N -0.72017 0.80615 -1.07573  -0.2345
C 1.13864 -0.34712 -0.04901  0.3948
N -1.30716 1.11521 -2.09070  -0.2315
O -1.82027 -0.98659 2.59966  -0.4865
H 2.84600 0.06222 0.67515  0.3844
C -1.50630 -0.15323 1.89775  0.4897
N 1.94105 -0.36411 0.87855  -0.5951
C 0.18991 -0.33548 -0.95669  -0.3078